Entry 1:
Computed, not measured: an isolated ion of composition C5H10NO and charge +1, with the ωB97M-V functional and the def2-TZVPD basis.

- Structure (SMILES): [NH3+][C@]12CCO[C@H]1C2
- Relative energy (zero: lowest compared OMol25 entry of this formula, charge and spin): 1.8269 eV
- Kohn-Sham gap: 0.3614 Ha
- Net charge: +1
- HOMO energy: -13.7 eV
- LUMO level: -3.82 eV

```
17
Properties=species:S:1:pos:R:3:forces:R:3
N 0.059 -1.815 -0.688 0.0 0.0 0.0
C 0.119 -0.468 -0.067 0.0 0.5 0.2
C -1.182 0.124 0.432 0.1 0.1 -0.1
C -0.882 1.642 0.375 -0.2 0.1 0.2
O 0.147 1.830 -0.588 0.0 0.1 -0.1
C 0.898 0.682 -0.655 0.0 -0.4 0.0
C 1.382 -0.006 0.603 -0.1 0.1 -0.2
H -0.627 -1.825 -1.458 0.2 -0.1 0.2
H -0.218 -2.523 0.007 0.1 0.1 -0.3
H 0.982 -2.071 -1.065 -0.3 -0.1 0.1
H -1.447 -0.181 1.442 0.0 -0.1 0.0
H -1.999 -0.136 -0.244 0.0 0.0 0.0
H -1.738 2.235 0.054 0.0 -0.1 0.1
H -0.550 2.007 1.352 0.0 -0.1 -0.1
H 1.483 0.632 -1.562 0.1 -0.2 0.0
H 2.266 -0.616 0.504 0.2 -0.1 -0.1
H 1.308 0.488 1.558 -0.1 0.0 0.1
```
Positions in Å, forces in eV/Å.



Entry 2:
Computed, not measured: one molecule with the formula C18H18N4O3S, with the ωB97M-V functional and the def2-TZVPD basis.

- Structure (SMILES): CCn1c(CNC(=O)c2ccco2)nnc1SCC(=O)c1ccccc1
- Relative energy (zero: lowest compared OMol25 entry of this formula, charge and spin): 1.9729 eV
- Kohn-Sham gap: 0.3163 Ha
- HOMO energy: -8.3 eV
- LUMO level: 0.26 eV

```
44
Properties=species:S:1:pos:R:3:forces:R:3
C -1.346 -2.598 -1.942 0.0 -0.1 0.1
C -0.941 -3.359 -0.683 -0.3 -0.1 -0.6
N -0.429 -2.460 0.321 0.5 0.4 0.6
C -1.088 -1.696 1.245 0.1 -0.1 0.0
C -2.563 -1.658 1.460 -0.1 -0.1 0.0
N -3.078 -0.334 1.185 0.0 0.1 0.2
C -3.675 -0.038 0.006 0.1 0.0 0.5
O -3.954 -0.877 -0.833 -0.1 0.1 -0.2
C -4.003 1.385 -0.162 -0.6 0.3 -1.2
C -4.640 2.018 -1.198 0.4 -0.6 0.6
C -4.688 3.385 -0.853 0.2 0.2 0.5
C -4.079 3.485 0.362 -0.4 0.5 -0.6
O -3.661 2.287 0.789 0.2 -0.3 0.3
N -0.238 -0.953 1.899 -1.1 0.2 0.5
N 0.994 -1.199 1.429 0.8 -0.2 -0.4
C 0.873 -2.094 0.486 -0.1 -0.1 0.1
S 2.180 -2.759 -0.444 0.5 -0.2 -0.1
C 3.350 -1.410 -0.122 -0.6 -0.5 -0.1
C 2.811 -0.113 -0.703 0.0 -0.2 0.0
O 1.843 -0.098 -1.424 0.2 0.2 0.0
C 3.538 1.119 -0.325 0.0 0.6 0.0
C 2.937 2.340 -0.635 0.0 -0.1 0.0
C 3.556 3.531 -0.312 0.0 0.0 0.0
C 4.789 3.518 0.320 0.1 0.0 0.0
C 5.397 2.311 0.627 0.1 0.1 0.1
C 4.779 1.116 0.311 -0.2 -0.1 -0.1
H -1.608 -3.304 -2.725 0.0 -0.1 -0.1
H -0.518 -1.983 -2.286 0.1 0.0 0.0
H -2.206 -1.961 -1.748 0.0 0.0 0.0
H -1.793 -3.903 -0.267 0.2 0.0 0.0
H -0.145 -4.075 -0.911 -0.2 0.0 0.1
H -2.790 -1.918 2.499 0.0 0.0 -0.2
H -3.073 -2.346 0.783 0.0 0.0 0.2
H -2.736 0.415 1.767 0.0 0.0 -0.1
H -5.018 1.549 -2.083 0.0 -0.2 -0.2
H -5.114 4.182 -1.427 -0.1 0.2 -0.1
H -3.889 4.326 1.000 0.1 0.0 0.1
H 3.479 -1.327 0.957 0.1 0.1 -0.1
H 4.287 -1.691 -0.602 0.0 0.0 0.0
H 1.976 2.327 -1.129 -0.1 0.0 0.0
H 3.080 4.470 -0.553 0.0 0.1 0.0
H 5.277 4.448 0.573 0.0 0.1 0.0
H 6.360 2.303 1.116 0.1 0.0 0.0
H 5.272 0.187 0.552 0.0 -0.1 0.1
```
Positions in Å, forces in eV/Å.



Entry 3:
Computed, not measured: one molecule with the formula C5H10O, with the ωB97M-V functional and the def2-TZVPD basis.

- Relative energy (zero: lowest compared OMol25 entry of this formula, charge and spin): 4.1317 eV
- Kohn-Sham gap: 0.3176 Ha
- HOMO energy: -8.0 eV
- LUMO level: 0.62 eV

```
16
Properties=species:S:1:pos:R:3:forces:R:3
C -1.054 0.671 -0.784 0.0 0.0 0.0
C -0.626 -0.463 0.147 0.0 -0.1 0.0
C -1.361 -0.443 1.493 -0.2 0.0 0.2
C 0.809 -0.537 0.586 -0.4 0.0 0.0
O 1.425 0.628 0.276 -0.1 -0.5 -0.2
C 2.290 0.083 -0.745 0.4 0.2 -0.4
H -0.543 0.623 -1.754 0.0 0.0 0.2
H -0.831 1.648 -0.345 -0.1 -0.1 0.0
H -2.131 0.616 -0.978 0.1 0.0 0.0
H -0.813 -1.438 -0.328 -0.1 0.1 0.2
H -1.181 0.513 1.999 -0.1 -0.1 0.0
H -0.997 -1.246 2.139 -0.1 0.1 0.0
H -2.435 -0.562 1.339 0.1 0.0 0.0
H 3.139 -0.444 -0.305 0.0 0.2 0.0
H 1.753 -0.609 -1.417 0.2 0.3 0.2
H 2.557 0.960 -1.322 0.3 0.0 -0.1
```
Positions in Å, forces in eV/Å.



Entry 4:
Computed, not measured: a 2-piece molecular cluster, C2H3IN2 overall, with the ωB97M-V functional and the def2-TZVPD basis.

- Relative energy (zero: lowest compared OMol25 entry of this formula, charge and spin): 5.1407 eV
- Kohn-Sham gap (spin up / spin down): 0.2929 / 0.3261 Ha
- HOMO energy (spin up / spin down): -9.1 / -9.0 eV
- LUMO level (spin up / spin down): -1.17 / -0.16 eV

```
8
Properties=species:S:1:pos:R:3:forces:R:3
C -1.193 -0.405 -0.076 0.3 -1.3 0.3
C 1.499 0.759 0.093 0.9 -2.7 1.0
N -1.381 -1.736 0.478 0.2 0.7 1.2
N -1.305 -1.692 -0.736 0.1 0.7 -1.3
I -2.627 1.074 0.037 -0.2 0.2 -0.1
H 1.976 0.221 0.994 -0.9 1.8 -1.0
H 1.568 1.820 -0.134 -0.1 -0.4 0.2
H 1.464 -0.042 -0.656 -0.2 1.0 -0.4
```
Positions in Å, forces in eV/Å.



Entry 5:
Computed, not measured: C11H9F6IN4O4PdS3 as an isolated structure, with the ωB97M-V functional and the def2-TZVPD basis.

- Relative energy (zero: lowest compared OMol25 entry of this formula, charge and spin): 0.9748 eV
- Kohn-Sham gap (spin up / spin down): 0.3022 / 0.2285 Ha
- ⟨S²⟩: 2.0105
- HOMO energy (spin up / spin down): -8.2 / -8.6 eV
- Multiplicity: 3
- LUMO level (spin up / spin down): 0.00 / -2.40 eV

```
39
Properties=species:S:1:pos:R:3:forces:R:3
Pd -0.529 1.160 -0.566 1.1 0.9 -0.1
C 3.532 2.460 -2.666 0.0 -0.2 0.1
N 3.301 1.200 -1.963 0.1 0.2 -0.2
C 3.780 -0.031 -2.366 0.0 0.2 0.1
C 3.275 -0.943 -1.525 -0.1 0.0 0.1
N 2.483 -0.269 -0.600 -0.2 -0.3 0.2
C 2.486 1.069 -0.900 0.1 -0.2 -0.1
S 1.645 2.372 -0.209 -0.2 0.0 0.1
C 1.832 -0.923 0.508 0.3 0.2 -0.4
C 2.150 -2.240 0.812 0.0 0.0 0.1
C 1.532 -2.809 1.910 0.0 0.0 0.0
C 0.656 -2.053 2.674 0.1 0.0 0.0
C 0.411 -0.755 2.274 -0.1 0.1 0.0
N 0.973 -0.207 1.195 -0.4 0.0 0.0
H 4.394 2.320 -3.314 0.0 0.0 0.0
H 3.734 3.246 -1.945 0.0 0.0 0.0
H 2.648 2.722 -3.244 0.0 0.0 0.0
H 4.430 -0.144 -3.214 0.0 0.0 0.0
H 3.400 -2.007 -1.516 0.0 0.0 0.0
H 2.858 -2.812 0.235 0.0 0.0 0.0
H 1.747 -3.837 2.171 0.0 0.0 0.0
H 0.167 -2.459 3.548 0.0 0.0 0.0
H -0.277 -0.123 2.823 0.0 0.0 0.0
F -4.707 3.002 1.911 -0.1 0.1 0.0
C -4.203 2.169 1.012 0.2 0.1 0.0
F -3.934 2.843 -0.093 0.1 0.0 -0.1
F -5.089 1.222 0.747 -0.1 -0.1 0.0
S -2.651 1.421 1.761 0.4 -0.1 -0.2
O -1.540 2.183 1.147 -0.6 -0.6 0.1
O -2.828 1.557 3.169 0.2 0.0 -0.1
N -2.595 -0.117 1.384 -0.1 0.0 -0.2
S -2.495 -0.669 -0.097 -0.6 0.2 0.1
O -2.887 0.314 -1.097 0.2 -0.4 0.5
O -1.280 -1.400 -0.344 -0.1 -0.1 0.1
C -3.805 -1.965 -0.106 -0.1 0.0 -0.1
F -4.939 -1.512 0.408 0.0 0.0 0.0
F -4.007 -2.328 -1.370 0.0 0.0 0.0
F -3.405 -3.022 0.592 0.0 0.0 0.1
I -0.261 1.364 -3.144 -0.1 0.0 0.0
```
Positions in Å, forces in eV/Å.



Entry 6:
Computed, not measured: a 3-piece molecular cluster, C20H29FNO8P overall, with the ωB97M-V functional and the def2-TZVPD basis.

- Structure (SMILES): O=C(F)CPCCCNCc1ccccc1O.C[C@@H]1COC(=O)O1.C[C@@H]1COC(=O)O1
- Kohn-Sham gap: 0.3306 Ha
- HOMO energy: -8.6 eV
- LUMO level: 0.44 eV

```
60
Properties=species:S:1:pos:R:3:forces:R:3
O -4.525 2.195 -5.891 0.2 -0.1 -0.3
C -3.575 1.685 -6.378 0.3 -0.2 0.3
F -3.513 1.561 -7.766 0.4 0.0 1.7
C -2.358 1.122 -5.539 -0.9 0.3 -0.6
P -2.078 -0.652 -6.099 0.5 -0.3 -1.3
C -3.190 -1.849 -5.168 -0.5 0.1 0.6
C -4.144 -1.199 -4.085 -0.4 -1.5 0.7
C -3.683 -1.451 -2.584 -1.2 0.2 -0.8
N -2.883 -0.285 -2.134 -0.3 -0.5 0.5
C -2.305 -0.504 -0.778 -0.2 -0.1 0.1
C -0.793 -0.874 -0.768 1.8 0.1 0.6
C 0.015 -0.422 0.370 1.6 -1.4 -1.5
C 1.441 -0.759 0.456 -0.3 -0.6 -1.3
C 2.127 -1.536 -0.577 -2.9 0.4 -0.6
C 1.322 -1.968 -1.724 -0.6 1.0 1.6
C -0.105 -1.635 -1.814 1.3 0.6 1.2
O -0.778 -2.095 -2.948 0.4 0.3 0.4
H -2.651 1.208 -4.465 0.4 0.2 -0.9
H -1.497 1.799 -5.794 -0.6 -1.0 0.3
H -0.731 -0.957 -5.699 -0.7 0.3 0.5
H -3.848 -2.364 -5.925 0.9 0.7 0.5
H -2.557 -2.662 -4.719 -0.6 0.8 -0.3
H -5.137 -1.734 -4.178 1.0 0.6 0.0
H -4.366 -0.113 -4.235 0.3 -0.9 0.0
H -4.643 -1.563 -1.985 1.0 0.2 -0.3
H -3.149 -2.432 -2.466 -0.2 1.2 -0.3
H -3.571 0.471 -2.035 0.5 -0.3 -0.2
H -2.498 0.442 -0.193 0.6 -1.0 -0.4
H -2.914 -1.311 -0.275 0.7 0.6 -0.2
H -0.409 0.177 1.206 0.2 -0.5 -0.9
H 2.072 -0.411 1.310 -1.0 -0.3 -0.7
H 3.212 -1.808 -0.535 -1.2 0.4 0.1
H 1.804 -2.563 -2.536 -0.7 0.6 0.7
H -1.020 -1.346 -3.524 0.0 -0.2 0.5
C 6.723 0.982 1.888 0.0 -0.1 0.3
C 5.347 1.345 1.377 1.0 -0.3 0.1
C 5.076 2.822 1.317 0.1 0.3 -0.4
O 3.652 2.864 1.423 -0.1 -0.4 0.3
C 3.282 1.762 2.127 -0.5 0.0 0.2
O 2.184 1.575 2.559 0.6 0.2 -0.2
O 4.326 0.903 2.278 -0.6 0.4 -0.1
H 6.748 -0.057 2.222 0.0 0.0 -0.2
H 7.475 1.120 1.109 -0.1 0.0 0.0
H 7.003 1.597 2.747 -0.1 0.0 0.0
H 5.168 0.862 0.410 -0.1 0.1 0.0
H 5.411 3.277 0.386 -0.2 0.0 0.0
H 5.499 3.376 2.160 0.1 -0.2 0.0
C 0.601 0.278 4.726 0.0 -0.3 0.1
C -0.670 0.365 5.540 0.9 0.1 -0.6
C -0.454 0.624 7.004 0.0 0.4 0.3
O -1.635 0.063 7.582 -0.1 -0.3 -0.2
C -2.043 -0.931 6.744 -0.3 -0.4 0.0
O -2.888 -1.727 7.006 0.2 0.2 0.0
O -1.354 -0.893 5.570 -0.4 0.1 0.6
H 0.418 -0.228 3.778 0.0 0.2 0.0
H 1.000 1.270 4.523 -0.1 -0.1 0.0
H 1.368 -0.299 5.249 -0.1 0.0 0.0
H -1.349 1.100 5.095 0.0 0.0 0.1
H -0.373 1.685 7.239 -0.2 -0.1 0.1
H 0.412 0.098 7.416 0.0 0.0 -0.2
```
Positions in Å, forces in eV/Å.



Entry 7:
Computed, not measured: a 2-piece molecular cluster, C3H9PSi overall, with the ωB97M-V functional and the def2-TZVPD basis.

- Relative energy (zero: lowest compared OMol25 entry of this formula, charge and spin): 2.7445 eV
- Kohn-Sham gap (spin up / spin down): 0.2721 / 0.2471 Ha
- HOMO energy (spin up / spin down): -8.0 / -7.4 eV
- LUMO level (spin up / spin down): -0.58 / -0.65 eV

```
14
Properties=species:S:1:pos:R:3:forces:R:3
C -0.250 -1.240 0.441 2.4 -0.3 0.5
C -1.227 -1.733 -1.697 1.5 1.5 -0.4
C -1.508 -1.610 -0.241 -1.7 2.5 0.8
Si 3.831 1.399 1.159 -1.3 -1.3 3.5
P 0.064 -0.041 1.537 0.0 -0.1 -0.2
H 0.680 -1.913 0.135 -1.9 1.2 0.6
H -1.211 -0.728 -2.225 -0.2 -1.1 0.8
H -1.924 -2.361 -2.151 -0.9 -1.1 -1.2
H -0.190 -2.090 -1.729 -0.4 -0.4 -0.8
H -1.887 -2.437 0.309 -0.3 -1.5 -0.2
H -2.378 -0.860 -0.103 1.6 -0.7 0.1
H 3.921 0.399 2.391 0.1 0.9 -1.5
H 4.286 2.693 1.490 0.6 1.1 0.2
H 4.000 0.978 -0.132 0.6 -0.9 -2.2
```
Positions in Å, forces in eV/Å.